Formula: F4H2N4P2S2
Source: the OMol25 dataset
Level of theory: ωB97M-V/def2-TZVPD

Structure (XYZ):
```
14
F4H2N4P2S2 | the OMol25 dataset | ωB97M-V/def2-TZVPD
N -0.9156 -1.3989 -0.3804
N 0.8597 1.2188 -0.6997
N -1.7720 1.2226 -0.7798
N 1.7077 -1.4788 -0.0470
F -1.8449 0.1570 1.5898
F -3.2909 -0.7434 -0.2746
F 2.1212 0.6188 1.8522
F 3.2417 0.4836 -0.3588
P -1.7566 -0.1534 0.0311
P 1.7609 0.2638 0.1666
S -0.3098 2.2482 -0.4260
S 0.1802 -2.1938 0.4819
H -2.5852 1.5992 -1.3572
H 2.6037 -1.8434 0.2018
```

Properties
E_HOMO: -8.341 eV
HOMO-LUMO gap: 8.2 eV
LUMO energy: -0.1 eV
Energy: -2098.859598 Ha
Molar mass: 260.12 g/mol

Atom charges from the Mulliken analysis, given in e for atoms 1 to 4:
1 N -0.353
2 N -0.314
3 N -0.298
4 N -0.311



Formula: C2H3NO2
Source: the OMol25 dataset
Level of theory: ωB97M-V/def2-TZVPD

Structure (XYZ):
```
8
C2H3NO2 | the OMol25 dataset | ωB97M-V/def2-TZVPD
N -1.3360 2.3728 1.1456
C -1.1832 1.3691 0.6617
C -0.5394 0.3101 -0.0919
O 0.2593 -0.5690 1.1454
O 0.4059 0.9793 -0.7931
H -1.0619 -0.4919 -0.5008
H 1.1133 -0.1188 1.1156
H 1.1343 0.4506 -1.1785
```

Properties
E_HOMO: -11.231 eV
HOMO-LUMO gap: 11.6 eV
LUMO energy: 0.3 eV
Energy: -283.169611 Ha
Molar mass: 73.05 g/mol

Atom charges from the Mulliken analysis, given in e for atoms 1 to 4:
1 N -0.353
2 C 0.403
3 C 0.076
4 O -0.551



Formula: C4H6O4S2
Source: the OMol25 dataset
Level of theory: ωB97M-V/def2-TZVPD

Structure (XYZ):
```
16
C4H6O4S2 | the OMol25 dataset | ωB97M-V/def2-TZVPD
C 1.9677 -0.9498 -1.1330
C -0.2447 -0.6876 0.0506
C -1.3440 1.5727 0.8060
C -1.2555 0.0001 0.9390
O 2.4300 -1.9658 -1.5093
O 3.0968 -0.8670 1.3137
O -0.1438 -1.0067 -2.6254
O 0.3758 1.1868 -1.6940
S 2.2935 -0.0332 0.4010
S 0.4015 -0.2233 -1.5736
H -0.3731 -1.8350 0.1103
H -1.8485 1.7198 -0.2647
H -0.2288 1.8448 0.8634
H -1.9628 2.0533 1.6038
H -2.1600 -0.5778 0.8142
H -1.0042 -0.2313 1.8980
```

Properties
E_HOMO (alpha / beta): -9.905 / -9.790 eV
HOMO-LUMO gap (alpha / beta): 8.1 / 7.7 eV
LUMO energy (alpha / beta): -1.8 / -2.1 eV
Energy: -1253.173495 Ha
Molar mass: 182.22 g/mol

Atom charges from the Mulliken analysis, given in e for atoms 1 to 4:
1 C 0.506
2 C -0.397
3 C -0.826
4 C -0.636



Formula: C3H6S3Si
Source: the OMol25 dataset
Level of theory: ωB97M-V/def2-TZVPD

Structure (XYZ):
```
13
C3H6S3Si | the OMol25 dataset | ωB97M-V/def2-TZVPD
C 0.4860 -1.1362 0.6957
C 0.3725 1.3241 -0.0805
C 1.0954 -0.0332 -0.1370
Si -2.4020 0.0488 -0.0949
S -1.2931 -1.6880 0.5085
S -1.1158 1.5289 -1.0601
S 1.5043 -0.5291 -1.8377
H 1.0131 -2.1221 0.3730
H 0.5464 -0.9091 1.8067
H 0.1606 1.6611 0.8644
H 0.9504 2.0520 -0.4652
H 2.1670 0.3599 0.2397
H -3.4846 -0.5571 -0.8125
```

Properties
E_HOMO (alpha / beta): -9.249 / -7.135 eV
HOMO-LUMO gap (alpha / beta): 8.5 / 5.0 eV
LUMO energy (alpha / beta): -0.8 / -2.1 eV
Energy: -1601.881972 Ha
Molar mass: 166.37 g/mol

Atom charges from the Mulliken analysis, given in e for atoms 1 to 4:
1 C -0.602
2 C -1.133
3 C -0.020
4 Si 0.228



- The lowest energy belongs to which entry?
  F4H2N4P2S2